A molecular structure, C38H53BBrF6N7O8S2Sn, computed with ωB97M-V with the def2-TZVPD basis set.

```
117
Properties=species:S:1:pos:R:3:forces:R:3:mulliken_charge:R:1
H 1.55834 -4.08629 -2.05160 -0.084 -0.025 0.013 0.407
H 2.84644 -3.96633 -3.25655 -0.009 -0.014 -0.096 0.381
Sn -1.18121 0.00333 0.20275 1.183 0.944 -0.118 2.198
H -2.97423 1.58245 -1.05309 -0.101 0.311 -0.084 -0.055
O -5.09852 -1.25568 1.87002 -0.245 -0.374 0.129 -0.931
H -4.68900 -1.33331 3.81708 0.107 0.065 0.270 0.090
F -3.06155 -5.64458 0.07413 -0.149 0.231 -0.081 -0.202
H 5.14499 -1.87329 -1.23459 0.113 0.034 0.051 0.377
H 4.37218 4.04614 -1.86037 0.016 0.141 0.045 0.299
H 3.66620 1.20975 -2.72782 0.018 -0.010 -0.031 -0.768
C 3.24029 -2.87447 -1.43159 0.038 0.116 -0.341 0.157
N 1.15437 -0.57744 0.49018 -0.490 0.221 0.616 0.536
H 0.51913 4.53091 1.17109 -0.072 -0.099 -0.026 0.556
N -1.04725 -0.01060 -2.19180 -0.578 -0.029 0.665 0.617
C -0.07982 -0.66575 -4.06367 -0.383 -0.076 -0.331 -0.153
C 0.92770 1.63336 8.13449 0.039 -0.091 0.042 -0.668
H 0.60950 -0.81974 3.18377 0.130 -0.034 0.075 -0.744
S -2.31897 -3.09772 -0.07513 0.050 -2.073 -0.110 1.312
H 1.32443 1.32966 2.19523 0.066 0.107 0.007 -0.090
H 1.14277 -1.72997 7.86109 -0.020 -0.071 0.060 0.445
H -1.53732 3.90983 2.27331 -0.136 -0.027 0.072 0.646
C 1.65592 -0.69216 2.88735 -0.070 0.081 0.073 2.740
H -4.11577 -2.05634 5.35871 0.018 0.098 -0.052 0.236
C 1.97632 0.80938 2.89598 -0.239 -0.180 -0.006 -1.194
H 4.16809 -1.24834 -2.55109 -0.049 0.126 -0.129 0.010
H 1.74882 -2.60382 -2.96611 -0.076 0.092 -0.171 -0.004
C 4.59413 2.98831 -1.97404 -0.145 -0.242 -0.031 -1.707
N 0.11240 -0.42828 -2.74308 0.158 -0.413 -0.273 1.194
H 3.00661 0.97062 2.58122 0.097 0.063 -0.009 0.410
C 2.51691 -2.01654 -0.43910 0.302 -0.514 0.413 0.104
C -1.40688 -0.36945 -4.33990 0.223 0.063 0.190 -0.739
H 2.31996 -0.25802 -2.62465 0.285 -0.137 -0.304 -1.007
H 0.92274 -2.34478 -4.84850 0.008 0.049 0.025 0.181
C 1.28035 0.32660 8.44443 -0.093 0.088 -0.088 -0.524
H -4.10698 0.13991 -4.92917 -0.054 -0.116 -0.154 0.390
C 2.27517 -0.72333 -5.17976 -0.111 -0.159 0.111 -0.944
H 1.84072 1.23122 3.89239 0.006 0.028 0.084 0.391
H -4.21905 2.38918 -2.02597 -0.065 0.046 0.114 0.492
H -3.31048 1.71333 -4.84779 0.052 0.078 -0.059 0.416
C -3.95713 1.01996 -4.31265 0.086 -0.167 0.274 -1.982
S -4.30322 -1.65244 0.75783 -1.829 -0.050 -0.377 1.189
H 0.89947 -1.63214 -7.21897 0.053 -0.063 -0.011 0.479
H -1.60553 5.51748 0.32366 -0.132 0.130 0.015 0.474
C 2.22603 2.29738 -1.61748 0.241 0.455 0.092 0.321
C -1.97640 0.05959 -3.14563 0.152 -0.123 -0.033 -1.452
O -3.63494 -0.60552 0.03305 0.071 0.499 -0.570 -0.827
C 0.64056 3.01610 -0.26211 0.108 -0.119 -0.034 -1.007
B 1.39182 -0.15377 -1.92454 -0.012 0.320 -0.084 -0.310
H 2.28757 0.35816 -5.09700 0.040 0.182 0.034 0.096
C -4.33381 -1.12723 4.82747 -0.312 -0.291 -0.210 -0.341
F -1.40486 -5.15250 1.35524 0.056 0.267 0.117 -0.202
C 1.80003 -1.18799 1.48076 -0.086 0.129 -0.094 -1.158
H -4.92247 1.49592 -4.16362 -0.114 0.034 0.016 0.478
O -1.04758 -2.48613 0.21131 0.848 0.707 0.281 -0.951
H -5.06423 -0.54194 5.38664 0.099 -0.076 -0.083 0.282
H 2.50768 -0.99416 4.85066 -0.006 0.004 0.053 0.386
C 2.29006 -3.41557 -2.49896 0.155 -0.071 0.211 -1.266
H 3.62891 -3.73294 -0.87035 -0.092 0.161 0.035 0.483
H -1.91924 2.70348 1.03147 -0.102 0.036 0.089 -0.126
C -0.31550 0.83891 6.21152 0.296 -0.139 0.288 0.675
C 0.14190 1.88088 7.03006 -0.046 -0.147 -0.129 -0.740
H 3.76388 2.76188 -4.62179 0.033 0.016 -0.152 0.418
H 1.25843 2.44480 8.76281 0.017 0.114 0.033 0.407
C -2.36710 -0.29815 3.73870 -0.067 -0.201 -0.252 -0.340
H 5.44729 2.89263 -2.64262 0.095 0.005 -0.022 0.451
F -6.76997 -1.69072 -0.22835 0.194 0.099 0.215 -0.256
H 2.79322 3.95161 -3.74515 -0.045 0.102 0.004 0.375
H -3.98527 -0.09036 -2.46469 0.036 0.040 -0.066 -0.593
H 1.85967 0.11349 9.33056 0.121 -0.020 -0.001 0.411
C 2.56830 -1.43933 3.85787 -0.271 0.045 -0.188 -2.117
C 0.05997 -0.47132 6.52611 -0.074 0.021 -0.033 0.291
F -5.31161 -2.04332 -1.74972 0.281 0.141 0.048 -0.161
C -1.10886 3.19462 1.57512 0.236 -0.077 -0.142 -0.812
C 3.38925 2.24931 -2.55412 0.045 0.042 -0.108 1.583
C 0.86232 -0.71286 7.63509 -0.048 -0.136 -0.102 -0.723
C 1.82163 3.40174 -0.88905 0.109 -0.305 -0.128 -1.020
H -0.36984 5.43709 -0.93806 0.031 0.078 -0.101 0.406
O -2.81127 -2.94027 -1.39842 -0.061 -0.134 -0.885 -0.727
H -2.50731 2.57321 -2.45798 0.046 0.086 0.028 0.363
H 2.30878 4.35218 -0.81337 0.120 0.205 -0.013 0.605
O -1.87762 2.25074 5.13602 0.298 -0.246 -0.049 -0.592
H 3.60249 -1.38262 3.52185 0.117 0.014 -0.002 0.478
C -1.01346 4.84575 -0.29232 0.204 0.021 0.170 -1.439
H 0.01921 -0.17663 -6.77879 -0.056 0.161 -0.030 0.408
H -1.90239 -0.44563 -5.28286 -0.057 0.017 -0.189 0.546
C 2.97354 2.88760 -3.88457 0.094 -0.231 0.109 -1.684
C -5.59360 -2.28403 -0.47492 -0.609 -0.150 -0.043 0.327
C 0.21789 -1.20430 -6.48733 0.011 -0.141 0.210 -1.954
H 2.05767 2.43240 -4.25470 -0.074 -0.003 -0.126 0.416
C -3.25628 1.88462 -2.06809 0.087 -0.325 0.116 -1.099
Br -0.54601 -2.01664 5.59013 0.221 0.018 0.266 -0.062
C -1.22769 1.24883 5.13023 -0.629 0.272 -0.302 0.490
H -1.67972 4.25676 -0.91586 -0.151 -0.053 -0.100 0.138
H 4.85390 2.58130 -0.99994 0.125 0.012 0.091 0.381
C -3.34505 0.64623 -2.95989 -0.080 0.068 0.127 1.975
N 1.60796 -1.05265 -0.68124 0.151 -0.498 -0.306 0.844
C -0.18787 3.91447 0.60100 -0.214 0.070 -0.035 0.638
H 2.28335 -2.48554 3.93468 0.027 -0.146 0.034 0.422
H -0.56784 2.43724 2.14054 -0.049 -0.045 0.132 -0.147
C 2.66844 -2.12687 0.93497 -0.163 0.054 -0.216 -1.284
H -0.70543 -1.77204 -6.52636 -0.185 -0.013 -0.087 0.362
F -5.77142 -3.59921 -0.32730 0.169 0.028 0.096 -0.233
N 1.32478 1.31870 -1.42063 0.304 -0.016 -0.343 0.630
H -0.15029 2.88730 6.76926 -0.049 0.042 0.012 0.472
F -1.10084 -5.36698 -0.76770 -0.054 0.491 -0.029 -0.192
H 4.96806 -2.81389 -2.72188 0.116 -0.029 -0.099 0.447
O -2.50165 -0.81648 2.66736 0.086 0.033 0.649 -0.044
N 0.35181 1.76306 -0.59902 -0.560 0.268 0.473 1.028
N -3.40187 -2.89648 1.03909 0.153 -0.081 0.219 -0.608
C -1.94928 -4.92076 0.16377 -0.146 -0.314 0.100 0.372
C 0.84854 -1.27819 -5.09048 0.307 -0.045 -0.166 1.120
H 2.70145 -0.99387 -6.14470 0.034 -0.011 -0.032 0.530
H 2.91473 -1.14790 -4.41437 0.125 0.090 0.115 -0.069
H 3.30749 -2.81641 1.44818 0.182 -0.096 0.098 0.635
O -3.13734 -0.34004 4.79871 -0.011 0.356 0.317 -0.383
O -1.24871 0.40598 4.01506 0.374 0.481 0.117 0.550
C 4.45495 -2.15330 -2.02704 -0.114 -0.152 0.129 -1.333
```
Positions in Å, forces in eV/Å.

energy above the lowest of the compared OMol25 structures with the same formula, charge and spin	174.0	kJ/mol
maximum force	2.077	eV/Å
electronic energy	-6673.89971	a.u.
gap between HOMO and LUMO	0.2982	Eh